(1)
# C39H36Cl2I2N5O4PRuS

C39H36Cl2I2N5O4PRuS as an isolated structure (the ωB97M-V functional and the def2-TZVPD basis, OMol25).

```
91
Properties=species:S:1:pos:R:3:forces:R:3
Ru 0.65628 -0.05265 0.17851 -0.30 0.31 0.03
O -1.39038 0.43580 2.45187 -0.05 0.12 -0.19
N -0.75764 -0.59214 1.71023 0.66 0.35 0.47
C -0.56488 -1.58643 2.49399 -0.33 -0.24 -0.22
C -0.08510 -2.92016 2.15426 0.09 -0.01 0.04
C -0.14004 -3.82422 3.21870 0.01 0.02 -0.01
C 0.17074 -5.16131 3.04002 0.01 0.00 -0.01
C 0.52244 -5.61009 1.77938 -0.01 -0.02 0.02
C 0.58452 -4.71928 0.71471 0.04 0.02 -0.02
C 0.29982 -3.37169 0.88004 -0.07 0.00 0.04
P 0.47577 -2.25233 -0.55090 0.00 -0.09 0.00
C 1.98150 -2.86010 -1.38257 -0.04 -0.05 -0.04
C 1.88615 -3.87087 -2.34088 -0.01 0.01 -0.02
C 3.02636 -4.38443 -2.94027 0.00 0.00 0.00
C 4.27486 -3.89385 -2.59023 0.00 0.00 0.00
C 4.37730 -2.88959 -1.63866 0.00 0.00 0.01
C 3.24076 -2.37245 -1.03816 0.01 -0.02 -0.01
C -0.85293 -2.72374 -1.69105 -0.04 0.02 0.06
C -0.79189 -2.25239 -3.00421 -0.04 0.06 0.00
C -1.78059 -2.58987 -3.91208 0.00 0.01 0.02
C -2.83842 -3.40055 -3.51802 0.00 -0.01 0.00
C -2.90908 -3.86297 -2.21267 -0.01 0.00 -0.02
C -1.92178 -3.52089 -1.29722 0.03 -0.05 -0.02
H -2.19519 0.62356 1.94999 -0.11 -0.05 0.04
H -0.88954 -1.44662 3.52208 -0.14 -0.05 -0.04
H -0.44060 -3.47009 4.19722 0.01 0.00 -0.01
H 0.13268 -5.84418 3.87748 -0.01 0.00 0.00
H 0.75648 -6.65374 1.61616 0.01 0.01 0.01
H 0.87926 -5.08695 -0.25941 0.02 0.01 0.00
H 0.92059 -4.26072 -2.63538 -0.01 0.00 0.00
H 2.93371 -5.16622 -3.68266 0.00 0.01 0.00
H 5.16523 -4.29090 -3.06031 0.00 0.00 0.01
H 5.34831 -2.49747 -1.36541 0.00 0.00 0.00
H 3.33646 -1.58835 -0.30586 -0.01 0.04 0.02
H 0.04059 -1.63689 -3.32670 0.01 -0.03 0.00
H -1.72260 -2.22475 -4.92919 0.00 0.00 0.00
H -3.60470 -3.67407 -4.23161 0.00 0.01 0.00
H -3.72706 -4.50303 -1.90634 0.00 0.00 0.00
H -1.98817 -3.88662 -0.28019 0.01 -0.01 -0.01
I 3.15252 -0.25056 -4.35942 0.01 -0.01 0.01
C 1.38671 0.71296 -3.86089 -0.05 0.08 0.00
C 0.63013 1.37412 -4.85126 0.05 -0.01 -0.06
C -0.53470 2.02298 -4.55111 -0.03 0.02 0.05
I -1.55919 3.01689 -6.07025 0.00 -0.02 -0.01
C -1.02934 2.01841 -3.21861 -0.01 -0.05 -0.02
C -2.18436 2.68872 -2.76426 0.01 0.03 0.03
C -2.52698 2.62055 -1.44412 0.01 0.05 -0.04
C -1.76314 1.83417 -0.57297 0.06 0.07 0.07
N -0.69889 1.16673 -0.95581 -0.26 -0.30 -0.31
C -0.29806 1.29654 -2.25695 0.16 0.06 -0.02
C 0.95459 0.69373 -2.55447 -0.08 0.08 0.05
O 1.62369 0.13435 -1.56615 0.21 -0.17 0.08
H 0.99959 1.37280 -5.86797 0.00 0.00 0.01
H -2.77438 3.26988 -3.46026 -0.01 -0.01 0.00
H -3.38468 3.15171 -1.05726 0.00 0.00 0.00
H -2.02737 1.79136 0.47167 0.00 -0.02 -0.01
C 3.50234 4.80609 5.34102 0.03 0.00 -0.02
C 2.35359 3.87546 4.98469 -0.03 0.02 0.02
N 1.13692 4.58421 4.59343 0.04 0.05 -0.03
C 0.43083 5.36206 5.61410 -0.02 -0.04 0.00
C 0.63509 6.86183 5.46181 -0.01 0.01 -0.01
C 0.57342 4.51568 3.37195 0.00 0.03 -0.02
O -0.50649 5.01801 3.09113 0.01 -0.05 0.03
C 1.31938 3.79202 2.28095 -0.01 0.04 -0.03
C 2.41881 4.33285 1.63578 0.02 -0.04 0.03
C 2.96229 3.64906 0.55899 0.01 0.03 0.00
C 2.39093 2.45696 0.16183 -0.01 -0.02 -0.07
N 1.31638 1.94190 0.77417 0.12 -0.08 0.21
C 0.80257 2.59684 1.81618 -0.11 0.02 -0.06
H 4.38471 4.22002 5.59950 -0.01 0.00 0.01
H 3.26107 5.43907 6.19535 -0.01 0.00 -0.01
H 3.75723 5.45466 4.50077 0.00 0.00 0.00
H 2.10825 3.24024 5.84005 0.01 0.00 0.00
H 2.64361 3.20394 4.18122 -0.01 -0.04 -0.02
H 0.78560 5.01157 6.58410 0.02 0.02 0.00
H -0.63075 5.12735 5.53871 -0.01 -0.01 0.02
H 1.69251 7.12491 5.49514 0.00 0.00 0.01
H 0.12669 7.39339 6.26683 -0.01 -0.01 -0.01
H 0.21862 7.20232 4.51462 0.01 0.00 0.00
H 2.84269 5.27232 1.96842 0.00 0.00 0.00
H 3.82119 4.03054 0.02531 0.00 0.01 0.01
H 2.78595 1.88666 -0.66878 0.00 0.00 0.01
H -0.05461 2.14844 2.29639 0.02 0.02 0.01
O 2.61343 0.66557 3.45058 -0.08 -0.03 0.04
S 2.88786 -0.47464 2.58139 -0.14 0.08 -0.07
N 2.01741 -0.75027 1.41260 0.43 -0.10 -0.15
Cl -3.42036 -0.87204 -0.03960 -0.08 -0.05 0.11
C -4.78138 -0.90499 -1.18516 0.01 0.02 -0.02
Cl -4.33979 -0.23118 -2.75134 -0.01 0.01 0.01
H -5.58679 -0.31706 -0.76388 -0.01 0.00 0.00
H -5.06425 -1.94206 -1.31864 0.01 -0.01 -0.01
```
Forces are in eV/Å.

Values from the calculation:
Molar mass: 1127.57 g/mol
ΔE to the lowest compared entry with this formula, charge and spin: 10.3 kcal per mole
HOMO-LUMO gap (alpha / beta): 6.711 / 6.160 eV
Highest occupied orbital energy (alpha / beta): -10.1 / -10.1 eV
Multiplicity: 2
Net charge: +1

***

(2)
# C39H36ClCrN2P2

C39H36ClCrN2P2 as an isolated structure (the ωB97M-V functional and the def2-TZVPD basis, OMol25).

```
81
Properties=species:S:1:pos:R:3:forces:R:3
Cr 0.04161 -0.01162 -0.06518 0.66 -0.11 -2.35
Cl 0.36611 -0.06722 -2.42618 -0.40 0.07 2.02
P 0.01181 2.30568 -0.25238 -0.01 3.33 -0.47
P -0.00879 -2.33512 -0.14548 -0.16 -3.36 -0.38
C 0.12401 3.25948 1.30412 0.11 -0.20 0.37
C -1.50109 2.99858 -1.01728 -0.34 -0.37 -0.06
C 1.39341 2.95588 -1.25158 0.29 -0.23 -0.09
C 1.56821 -3.18772 -0.51678 0.39 0.32 0.02
C -0.55309 -3.18882 1.37732 -0.13 0.22 0.37
C -1.18329 -2.92362 -1.41278 -0.26 0.30 -0.17
C 1.21461 4.08508 1.59852 -0.10 -0.09 0.04
C 1.26241 4.77928 2.80872 -0.16 -0.08 0.01
C 0.22331 4.65678 3.72962 0.07 -0.12 -0.20
C -0.86799 3.83398 3.44022 0.08 -0.09 -0.11
C -0.91659 3.13698 2.23732 0.22 0.07 0.07
H 2.02241 4.18978 0.88132 -0.09 0.05 0.12
H 2.11321 5.41868 3.02732 -0.15 -0.09 -0.05
H 0.26221 5.19798 4.67062 -0.02 -0.06 -0.15
H -1.67839 3.72978 4.15592 0.08 0.07 -0.11
H -1.76459 2.49428 2.01752 -0.01 0.15 0.03
C 2.67921 2.46918 -0.97908 -0.19 0.22 -0.39
C 3.77741 2.96238 -1.67918 -0.10 -0.09 0.05
C 3.59781 3.93308 -2.66678 -0.26 -0.06 0.12
C 2.31781 4.41068 -2.94978 0.09 -0.18 0.18
C 1.21691 3.92628 -2.24308 -0.02 -0.15 0.10
H 2.80091 1.69188 -0.22848 0.20 0.03 0.04
H 4.77101 2.57928 -1.46468 -0.14 0.07 -0.04
H 4.45271 4.30888 -3.22188 -0.13 -0.06 0.11
H 2.17351 5.15748 -3.72538 0.01 -0.12 0.14
H 0.22101 4.29308 -2.47148 0.14 -0.01 0.00
C -1.93209 4.29898 -0.71458 -0.02 -0.08 0.04
C -3.07619 4.81878 -1.31818 0.17 -0.22 -0.01
C -3.79999 4.04588 -2.22708 0.22 -0.18 0.07
C -3.37549 2.75158 -2.53108 0.02 0.07 0.07
C -2.23359 2.22578 -1.92858 -0.06 0.18 0.14
H -1.37819 4.89988 0.00042 -0.09 -0.02 -0.11
H -3.40309 5.82598 -1.07448 0.08 -0.16 -0.04
H -4.69389 4.45078 -2.69378 0.15 -0.08 0.07
H -3.93659 2.14588 -3.23738 0.09 0.10 0.10
H -1.89439 1.22248 -2.16708 -0.16 0.13 -0.14
C -1.74679 -3.91572 1.44232 0.13 0.13 0.04
C -2.12919 -4.53122 2.63552 0.18 0.07 0.07
C -1.32299 -4.42832 3.76802 -0.02 0.10 -0.23
C -0.12939 -3.70492 3.70782 -0.03 0.09 -0.17
C 0.25221 -3.08602 2.52162 -0.29 -0.09 0.05
H -2.37399 -4.00442 0.56112 0.04 -0.03 0.12
H -3.05789 -5.09372 2.67562 0.16 0.08 -0.01
H -1.62249 -4.90742 4.69572 0.05 0.06 -0.15
H 0.50051 -3.61652 4.58812 -0.06 -0.07 -0.11
H 1.17811 -2.51902 2.48002 0.03 -0.13 0.03
C 2.56171 -2.52232 -1.24758 -0.01 -0.22 0.16
C 3.75691 -3.17182 -1.55318 -0.06 -0.04 0.08
C 3.97451 -4.48342 -1.12868 -0.23 0.19 0.03
C 2.99041 -5.14922 -0.39648 -0.12 0.24 -0.07
C 1.79241 -4.50552 -0.09018 0.03 0.09 0.02
H 2.38341 -1.50482 -1.58108 0.16 -0.12 -0.10
H 4.52171 -2.64942 -2.12118 -0.12 -0.09 0.08
H 4.90931 -4.98492 -1.36378 -0.16 0.09 0.03
H 3.15561 -6.16852 -0.05878 -0.05 0.16 -0.06
H 1.03401 -5.02322 0.48942 0.11 0.01 -0.07
C -0.95549 -4.06732 -2.18438 -0.01 0.15 0.08
C -1.90329 -4.47602 -3.12298 -0.07 0.19 0.13
C -3.08229 -3.74972 -3.29138 0.22 0.06 0.19
C -3.31299 -2.60682 -2.52268 0.06 0.09 0.07
C -2.36469 -2.19032 -1.59218 0.26 -0.45 -0.23
H -0.03439 -4.62882 -2.06248 -0.12 0.04 -0.05
H -1.71639 -5.35952 -3.72708 -0.02 0.14 0.11
H -3.81579 -4.06772 -4.02708 0.11 0.06 0.13
H -4.22539 -2.03262 -2.65778 0.13 -0.10 0.01
H -2.51699 -1.28602 -1.00738 -0.22 0.05 -0.02
H 3.24261 -0.06822 -3.89278 -0.01 0.01 -0.05
H 2.63861 -0.07932 -4.32608 0.08 -0.01 0.02
N 0.26061 0.27658 4.06522 1.03 0.12 -0.29
C -1.04179 -0.03982 3.93692 -2.13 -0.47 -0.22
C -1.32539 -0.18172 2.59452 -0.92 -0.17 1.84
N -0.19569 0.04878 1.90262 1.39 0.42 0.60
C 0.75381 0.32348 2.81452 0.69 0.26 -0.38
H 0.78171 0.44948 4.95282 -0.64 -0.21 -1.26
H -1.73239 -0.15892 4.76072 0.29 0.07 0.00
H -2.27939 -0.43472 2.15302 0.17 0.00 -0.02
H 1.78261 0.55328 2.57032 -0.12 0.05 0.16
```
Forces are in eV/Å.

Values from the calculation:
Molar mass: 682.13 g/mol
HOMO-LUMO gap (alpha / beta): 4.798 / 6.442 eV
Highest occupied orbital energy (alpha / beta): -13.9 / -14.0 eV
Multiplicity: 4
Net charge: +2

***

Which of these has the highest molar mass? C39H36Cl2I2N5O4PRuS

***

Which of these has the highest molar mass? C39H36Cl2I2N5O4PRuS